Below is a structure of composition C23H32N2O7S3SeW, with properties calculated with ωB97M-V with the def2-TZVPD basis set.

Highest occupied orbital energy (eV): -20.96
Gap between HOMO and LUMO (Ha): 0.218
Relative energy (zero: lowest compared OMol25 entry of this formula, charge and spin) (kJ/mol): 0.0
LUMO (eV): -15.03
DFT total energy (eV): -141317.735

Geometry as ORCA input:
```
! RIJCOSX wB97M-V def2-TZVPD def2/J DEFGRID3
* xyz 4 1
W -0.7954 -0.8671 1.2889
O 3.1302 -1.0313 1.2013
S 1.8614 -1.4451 1.6425
O 0.9005 -1.7349 0.4601
O 0.9216 -0.4035 2.2772
C 1.9373 -2.5981 2.9648
C 3.1775 -3.1400 3.2286
C 3.4027 -3.8231 4.4339
C 2.4046 -3.9089 5.3789
C 1.1323 -3.3754 5.1139
C 0.8922 -2.7238 3.9244
S -0.8000 -2.4468 3.5312
O -1.6793 -3.1120 4.3953
O -0.7799 -2.7930 2.0438
O -1.2247 -0.9503 3.2889
H 3.9938 -3.0079 2.5290
H 4.3771 -4.2563 4.6180
H 2.5788 -4.4057 6.3246
H 0.3316 -3.5184 5.8295
C -4.4060 -3.4087 0.6840
S -3.9148 -2.0108 1.6760
C -5.1884 -0.8202 1.3124
O -2.6258 -1.4366 0.8760
H -5.3387 -3.7692 1.1284
H -3.6408 -4.1768 0.7867
H -4.5640 -3.1091 -0.3506
H -6.0853 -1.2224 1.7962
H -5.3464 -0.7156 0.2408
H -4.9333 0.1198 1.7995
C 0.7757 4.1334 -1.5703
C 1.6872 4.3714 -0.3691
C 1.2319 3.6949 0.9231
C 1.6564 2.2407 1.1288
N 1.2219 1.3419 0.0217
C -0.0786 0.7995 -0.1113
Se -1.5167 1.4067 0.9337
N -0.1583 0.3397 -1.4579
C -1.4030 -0.1327 -2.1110
C -2.2135 1.0333 -2.6864
C -1.5709 1.7102 -3.8972
C -1.6408 0.8671 -5.1658
C 1.0332 0.4266 -2.0230
C 1.4844 0.0476 -3.3064
C 2.7757 0.3507 -3.5935
C 3.6598 1.0128 -2.6478
C 3.2648 1.3798 -1.4029
C 1.9238 1.0851 -1.0660
H 1.0186 4.8248 -2.3759
H -0.2707 4.3106 -1.3078
H 0.8556 3.1284 -1.9998
H 1.7190 5.4438 -0.1759
H 2.7215 4.0962 -0.5984
H 0.1473 3.7954 1.0325
H 1.6550 4.2147 1.7868
H 1.2553 1.8323 2.0553
H 2.7408 2.1480 1.1687
H -1.9768 -0.6762 -1.3549
H -1.1138 -0.8521 -2.8757
H -2.4189 1.7563 -1.8895
H -3.1815 0.6165 -2.9780
H -0.5388 1.9992 -3.6676
H -2.0927 2.6533 -4.0657
H -1.2281 -0.1386 -5.0400
H -1.0983 1.3429 -5.9806
H -2.6739 0.7456 -5.4903
H 0.8324 -0.4336 -4.0206
H 3.1871 0.0985 -4.5635
H 4.6746 1.2091 -2.9721
H 3.9344 1.8673 -0.7095
*
```

Below is the ion C8H12N3 with charge +1, with properties calculated with ωB97M-V with the def2-TZVPD basis set.

Structure (SMILES): [H]/N=[N+](\N)[C@@]12CC=CC=C1CC2
Highest occupied orbital energy (spin up / spin down) (eV): -12.37 / -12.37
Gap between HOMO and LUMO (spin up / spin down) (Ha): 0.266 / 0.265
Relative energy (zero: lowest compared OMol25 entry of this formula, charge and spin) (kJ/mol): 458.1
LUMO (spin up / spin down) (eV): -5.14 / -5.14
DFT total energy (eV): -12950.062

Geometry as ORCA input:
```
! RIJCOSX wB97M-V def2-TZVPD def2/J DEFGRID3
* xyz 1 1
C -1.7872 1.9583 -0.3135
C -1.7464 1.3161 0.9849
C -0.7608 1.8379 -1.1676
C -0.8753 0.3249 1.1500
C 0.4669 1.0426 -0.8429
C -0.1496 -0.4333 2.2155
C 0.9880 -0.6878 1.1985
C 0.0819 -0.1350 0.0746
N -1.6260 -1.1987 -1.0805
N 0.6704 -1.8763 -1.6429
N -0.4525 -1.1504 -0.7907
H -2.6314 2.5854 -0.5464
H -2.3775 1.6791 1.7790
H -0.7672 2.3512 -2.1158
H 0.9690 0.6987 -1.7479
H 1.1677 1.6775 -0.2915
H 0.1052 0.1431 3.1034
H -0.6579 -1.3443 2.5314
H 1.8727 -0.0785 1.3771
H 1.2890 -1.7278 1.0931
H -1.9280 -1.8187 -1.8306
H 1.5293 -1.9282 -1.1154
H 0.3293 -2.7708 -1.9643
*
```

Below is a cluster of 2 separate species, C8H10N2 in total, with properties calculated with ωB97M-V with the def2-TZVPD basis set.

Highest occupied orbital energy (eV): -8.55
Gap between HOMO and LUMO (Ha): 0.327
Relative energy (zero: lowest compared OMol25 entry of this formula, charge and spin) (kJ/mol): 193.7
LUMO (eV): 0.34
DFT total energy (eV): -11435.746

Geometry as ORCA input:
```
! RIJCOSX wB97M-V def2-TZVPD def2/J DEFGRID3
* xyz 0 1
C 1.1114 1.6793 2.0783
C 1.4282 2.4756 0.9585
C 0.6462 0.4869 1.6032
C 1.1273 1.7457 -0.1570
C 0.1809 -1.8851 -0.0774
C -1.3509 -0.3620 -1.0026
C -1.7607 -1.8429 -1.1433
C 0.1004 -0.4824 -0.5566
N -0.8075 -2.6101 -0.3812
N 0.6582 0.5283 0.2356
H 1.2256 1.9475 3.1089
H 1.8271 3.4712 0.9817
H 0.2821 -0.3767 2.1253
H 1.2341 1.9817 -1.1967
H 1.0211 -2.2790 0.4696
H -1.4934 0.2084 -1.9154
H -1.9198 0.1180 -0.2000
H -2.7685 -2.0565 -0.7857
H -1.6905 -2.1802 -2.1827
H 0.9484 -0.5678 -1.9625
*
```

Below is a cluster of 2 separate species, CBr2N4 in total, with properties calculated with ωB97M-V with the def2-TZVPD basis set.

Highest occupied orbital energy (eV): -9.22
Gap between HOMO and LUMO (Ha): 0.332
Relative energy (zero: lowest compared OMol25 entry of this formula, charge and spin) (kJ/mol): 145.3
LUMO (eV): -0.17
DFT total energy (eV): -147077.786

Geometry as ORCA input:
```
! RIJCOSX wB97M-V def2-TZVPD def2/J DEFGRID3
* xyz 0 1
C 0.1938 1.5361 -0.9876
N -0.0953 0.7889 -0.1988
N -1.1977 -0.2716 1.8594
N -0.5384 -0.9523 1.2744
N 0.3070 -1.7339 0.9391
Br 0.6374 2.8461 -2.0887
Br 0.6931 -2.2131 -0.7979
*
```

Below is a structure of composition C4H6N2O, with properties calculated with ωB97M-V with the def2-TZVPD basis set.

Highest occupied orbital energy (eV): -7.83
Gap between HOMO and LUMO (Ha): 0.324
Relative energy (zero: lowest compared OMol25 entry of this formula, charge and spin) (kJ/mol): 387.8
LUMO (eV): 0.99
DFT total energy (eV): -9269.483

Geometry as ORCA input:
```
! RIJCOSX wB97M-V def2-TZVPD def2/J DEFGRID3
* xyz 0 1
N -1.7277 0.7288 -0.5161
C -0.5175 0.2350 -0.1655
C -0.0250 -1.0852 -0.6328
O -0.6484 -1.1449 0.9534
N 1.3610 -0.9239 -0.4189
C 1.6823 0.2735 0.1641
C 0.5802 1.0396 0.3480
H -2.3460 0.1010 -1.0092
H -2.1645 1.4385 0.0519
H -1.4751 -1.5925 0.7258
H 2.0330 -1.6364 -0.6450
H 2.7130 0.5238 0.3971
H 0.5346 2.0427 0.7470
*
```

Below is a cluster of 10 separate species, C32H84O10 in total, with properties calculated with ωB97M-V with the def2-TZVPD basis set.

Structure (SMILES): CC(C)O.CC(C)O.CC(C)O.CC(C)O.CCOCC.CCOCC.CCOCC.CCOCC.CCO.CCO
Highest occupied orbital energy (eV): -9.43
Gap between HOMO and LUMO (Ha): 0.357
LUMO (eV): 0.28
DFT total energy (eV): -55019.803

Geometry as ORCA input:
```
! RIJCOSX wB97M-V def2-TZVPD def2/J DEFGRID3
* xyz 0 1
C -0.9352 4.1135 2.3631
C -1.0316 4.8494 3.6786
O -2.2744 4.5563 4.2830
C -2.4865 5.2754 5.4794
C -3.9637 5.1565 5.8413
H -0.5323 3.1106 2.5130
H -1.9052 3.9666 1.8855
H -0.3069 4.6620 1.6609
H -0.2190 4.5372 4.3504
H -0.9346 5.9338 3.5291
H -1.8899 4.8274 6.2867
H -2.1980 6.3259 5.3543
H -4.2022 4.0966 5.9596
H -4.5806 5.4909 5.0054
H -4.2179 5.7023 6.7455
C -0.3361 3.7998 -1.9140
C 0.9987 3.0811 -2.0047
O 1.9397 3.8686 -1.3131
C 3.2003 3.2350 -1.1429
C 4.0162 4.0793 -0.2096
H -0.5043 4.1045 -0.8799
H -0.3440 4.6781 -2.5569
H -1.1640 3.1518 -2.2089
H 0.9368 2.0542 -1.6204
H 1.2788 3.0299 -3.0673
H 3.0664 2.2316 -0.7275
H 3.6859 3.1735 -2.1248
H 4.9797 3.5994 -0.0394
H 3.4714 4.2194 0.7241
H 4.1524 5.0837 -0.6116
C 0.6704 -4.4490 -1.7010
C -0.1718 -3.5118 -2.5224
O -1.2251 -4.2799 -3.0689
C -2.2254 -3.5609 -3.7288
C -3.2355 -4.5560 -4.2955
H 1.5566 -3.9800 -1.2742
H 0.0785 -4.8288 -0.8626
H 0.9652 -5.3147 -2.2963
H -0.5676 -2.7103 -1.8840
H 0.4363 -3.0544 -3.3170
H -2.7794 -2.8632 -3.0771
H -1.8640 -2.9232 -4.5498
H -2.8578 -4.9942 -5.2189
H -4.1852 -4.0549 -4.4743
H -3.3760 -5.3730 -3.5877
C 5.7482 0.2165 5.9433
C 4.4140 0.0985 5.2368
O 4.5189 0.6679 3.9611
C 3.3026 0.6240 3.2252
C 3.3261 1.7142 2.1713
H 5.9725 1.2554 6.1680
H 5.7252 -0.3967 6.8445
H 6.5163 -0.2094 5.2975
H 4.1469 -0.9711 5.1622
H 3.6187 0.5774 5.8258
H 3.2354 -0.3685 2.7609
H 2.4596 0.7809 3.9072
H 4.2605 1.6995 1.6149
H 3.1957 2.6899 2.6393
H 2.4847 1.5713 1.4916
C -0.8073 -0.0224 -3.4637
C -0.7922 0.2684 -4.9722
C -0.6677 1.7464 -5.2514
O 0.2570 -0.4560 -5.6342
H -0.7080 0.8998 -2.8863
H -0.0219 -0.7099 -3.1509
H -1.7590 -0.4682 -3.1636
H -1.7106 -0.1187 -5.4113
H 0.2782 2.1438 -4.8749
H -1.4671 2.3187 -4.7744
H -0.7112 1.9431 -6.3234
H 1.0920 -0.1979 -5.2317
C -3.2652 1.1025 -0.7999
C -4.7086 0.6713 -1.0254
C -4.8599 -0.0677 -2.3452
O -5.1963 -0.1121 0.0467
H -2.5557 0.2882 -0.9774
H -3.1255 1.4050 0.2422
H -3.0001 1.9605 -1.4230
H -5.3320 1.5681 -1.0781
H -5.9140 -0.2592 -2.5460
H -4.3143 -1.0154 -2.3223
H -4.4645 0.5291 -3.1741
H -4.6051 -0.8788 0.1112
C -0.1301 0.4709 1.3535
C 0.0171 -0.5458 0.2352
C 1.4727 -0.8581 -0.0681
O -0.6635 -1.7580 0.5536
H 0.0810 1.4904 1.0243
H 0.5027 0.2107 2.2046
H -1.1712 0.4878 1.6876
H -0.4028 -0.1523 -0.6941
H 1.9805 0.0263 -0.4560
H 1.5075 -1.6921 -0.7684
H 1.9847 -1.2117 0.8342
H -0.3202 -2.0575 1.4090
C 5.0300 -1.5094 -0.9137
C 4.7545 -1.1453 -2.3584
C 3.6917 -1.9986 -3.0071
O 4.3501 0.2271 -2.4581
H 5.1419 -2.5885 -0.7700
H 4.1750 -1.2555 -0.2791
H 5.9206 -1.0282 -0.5082
H 5.6903 -1.2811 -2.9206
H 3.8499 -3.0449 -2.7443
H 3.6582 -1.8584 -4.0847
H 2.7083 -1.7371 -2.6047
H 5.0787 0.7399 -2.0951
C -0.8404 -4.5789 2.3185
C -0.2688 -3.8547 3.5111
O 0.3418 -2.6438 3.0424
H -1.5631 -3.9338 1.8137
H -1.2804 -5.5284 2.6066
H -0.0423 -4.7541 1.5924
H 0.4889 -4.4824 3.9941
H -1.0484 -3.6420 4.2474
H 0.7700 -2.2114 3.7869
C -5.3225 -3.5872 -0.0767
C -3.8165 -3.5004 -0.1893
O -3.3854 -2.2356 0.3147
H -5.6790 -3.2266 0.8873
H -5.6502 -4.6283 -0.1600
H -5.8248 -3.0472 -0.8800
H -3.5064 -3.6125 -1.2319
H -3.3479 -4.3102 0.3814
H -2.4175 -2.1817 0.2692
*
```